[1]
# C6H16N2

A cluster of 2 separate species, C6H16N2 in total (ωB97M-V with the def2-TZVPD basis set, OMol25).

The strongest force on any atom is 0.73 eV/Å. For the highest occupied orbital energy, the calculation gives -9.05 eV. The structure (SMILES) is C/C=C/C.NCCN.

```
24
C6H16N2 (ωB97M-V with the def2-TZVPD basis set)
C -2.09 1.27 -1.41
C -2.22 0.03 -0.57
C -1.75 -1.16 -0.90
C -2.03 -2.42 -0.13
H -1.78 1.03 -2.42
H -3.05 1.79 -1.45
H -1.37 1.95 -0.97
H -2.75 0.15 0.37
H -1.18 -1.31 -1.81
H -2.60 -2.22 0.77
H -2.62 -3.11 -0.74
H -1.11 -2.96 0.11
N 3.13 0.98 -0.71
C 2.43 1.24 0.54
C 1.60 0.02 0.92
N 0.66 0.35 1.98
H 3.63 0.10 -0.67
H 3.83 1.69 -0.90
H 1.74 2.07 0.39
H 3.09 1.49 1.38
H 1.02 -0.27 0.04
H 2.25 -0.82 1.17
H 0.02 -0.41 2.17
H 1.15 0.54 2.85
```

=====

[2]
# C3H7FN3

A cluster of 2 separate species, C3H7FN3 in total in a non-equilibrium geometry (ωB97M-V with the def2-TZVPD basis set, OMol25).

The total charge is +1. The strongest force on any atom is 3.58 eV/Å. For the highest occupied orbital energy, the calculation gives -12.66 eV.

```
14
C3H7FN3 (ωB97M-V with the def2-TZVPD basis set)
C -1.45 -0.21 -0.35
C 1.95 0.59 -0.14
C -0.53 -0.77 0.41
N -2.35 0.77 0.06
N 1.53 1.60 -0.55
N 2.29 -0.60 0.02
F 0.22 -1.83 0.08
H -1.49 -0.72 -1.31
H -0.32 -0.49 1.47
H -3.22 0.62 -0.31
H -2.59 0.76 1.02
H 1.04 2.45 -0.26
H 1.66 -1.24 -0.42
H 3.26 -0.92 0.28
```

=====

[3]
# CH3FO2P

A cluster of 2 separate species, CH3FO2P in total in a non-equilibrium geometry (ωB97M-V with the def2-TZVPD basis set, OMol25).

The total charge is -1. The strongest force on any atom is 2.42 eV/Å. For the highest occupied orbital energy, the calculation gives -4.75 eV.

```
8
CH3FO2P (ωB97M-V with the def2-TZVPD basis set)
C -0.56 0.46 0.04
O 1.72 -0.71 1.11
O 2.07 0.68 -1.01
F -1.69 -2.04 -0.41
P 1.22 0.26 0.12
H -0.80 1.28 -0.62
H -1.04 -0.55 -0.29
H -0.93 0.63 1.05
```

=====

[4]
# C5H15NO

A cluster of 2 separate species, C5H15NO in total (ωB97M-V with the def2-TZVPD basis set, OMol25).

The strongest force on any atom is 0.51 eV/Å. For the highest occupied orbital energy, the calculation gives -9.03 eV. The structure (SMILES) is CC[C@H](C)N.CO.

```
22
C5H15NO (ωB97M-V with the def2-TZVPD basis set)
C -0.56 -1.16 0.98
C 0.83 -1.52 0.49
C 1.72 -0.29 0.25
C 1.31 0.47 -1.01
N 3.11 -0.74 0.23
H -1.08 -0.52 0.27
H -0.50 -0.64 1.94
H -1.16 -2.06 1.13
H 0.75 -2.08 -0.45
H 1.33 -2.15 1.22
H 1.63 0.38 1.12
H 0.28 0.80 -0.96
H 1.94 1.35 -1.14
H 1.43 -0.16 -1.89
H 3.24 -1.38 -0.55
H 3.73 0.05 0.08
C -3.32 1.45 -0.35
O -1.94 1.68 -0.51
H -3.59 0.65 -1.04
H -3.91 2.34 -0.59
H -3.56 1.13 0.67
H -1.67 2.38 0.09
```

=====

[5]
# C45H120O15

A cluster of 15 separate species, C45H120O15 in total in a non-equilibrium geometry (ωB97M-V with the def2-TZVPD basis set, OMol25).

The strongest force on any atom is 3.45 eV/Å. For the highest occupied orbital energy, the calculation gives -9.67 eV.

```
180
C45H120O15 (ωB97M-V with the def2-TZVPD basis set)
C 1.75 2.75 -2.19
C 1.36 3.86 -3.08
C -0.07 3.78 -3.48
O 1.68 5.06 -2.33
H 1.93 1.87 -2.76
H 0.96 2.63 -1.45
H 2.67 2.97 -1.70
H 2.01 3.82 -3.96
H -0.38 4.70 -4.12
H -0.65 3.83 -2.53
H -0.33 2.85 -4.03
H 1.80 5.84 -2.94
C -4.65 4.32 -1.43
C -6.15 4.09 -1.22
C -7.00 4.41 -2.50
O -6.30 2.70 -0.94
H -4.21 3.60 -2.15
H -4.09 4.25 -0.50
H -4.52 5.31 -1.88
H -6.63 4.64 -0.39
H -7.21 3.55 -3.15
H -6.45 5.16 -3.08
H -7.94 4.87 -2.13
H -7.15 2.47 -1.31
C -6.10 1.23 3.09
C -4.82 1.39 2.20
C -4.58 0.18 1.35
O -4.73 2.54 1.35
H -5.80 0.55 3.84
H -6.93 0.76 2.48
H -6.27 2.14 3.57
H -3.91 1.44 2.78
H -3.63 0.28 0.81
H -5.34 0.11 0.53
H -4.56 -0.84 1.77
H -5.28 2.42 0.51
C 2.36 -1.45 -4.49
C 3.82 -1.35 -4.92
C 3.94 -0.48 -6.23
O 4.71 -0.82 -4.00
H 1.81 -1.91 -5.36
H 1.92 -0.50 -4.22
H 2.24 -2.10 -3.63
H 4.13 -2.44 -5.28
H 4.93 -0.53 -6.74
H 3.64 0.62 -6.07
H 3.17 -0.85 -6.92
H 4.44 -1.20 -3.16
C 2.23 -3.97 1.44
C 2.52 -4.51 0.07
C 1.80 -5.80 -0.26
O 2.25 -3.55 -0.91
H 1.26 -3.50 1.46
H 2.93 -3.16 1.67
H 2.30 -4.80 2.15
H 3.63 -4.75 0.05
H 2.01 -6.60 0.52
H 1.96 -6.11 -1.27
H 0.75 -5.59 -0.25
H 1.31 -3.63 -1.24
C -4.12 1.29 7.44
C -3.93 2.46 6.48
C -4.29 3.79 7.13
O -2.59 2.57 6.03
H -3.65 0.35 7.13
H -5.16 1.04 7.53
H -3.88 1.50 8.46
H -4.55 2.25 5.59
H -3.74 3.98 8.00
H -5.31 3.71 7.33
H -4.17 4.60 6.45
H -2.12 1.72 5.98
C 4.24 0.33 2.92
C 3.45 1.47 2.21
C 2.90 2.33 3.39
O 4.34 2.21 1.46
H 3.49 -0.14 3.52
H 5.09 0.70 3.43
H 4.54 -0.34 2.14
H 2.60 1.03 1.61
H 2.31 1.70 3.99
H 2.35 3.16 2.92
H 3.65 2.75 4.09
H 3.95 3.00 1.10
C 0.53 -5.05 -3.58
C -0.52 -3.99 -3.38
C -1.84 -4.71 -3.13
O -0.16 -3.26 -2.24
H 1.50 -4.56 -3.74
H 0.38 -5.60 -4.54
H 0.60 -5.79 -2.79
H -0.58 -3.30 -4.20
H -2.68 -4.07 -2.83
H -1.67 -5.36 -2.26
H -2.20 -5.38 -3.95
H -0.66 -2.42 -2.12
C 6.73 2.71 -4.29
C 5.46 2.97 -3.59
C 5.07 4.45 -3.48
O 4.33 2.33 -4.36
H 7.61 3.21 -3.85
H 6.62 3.00 -5.41
H 6.89 1.61 -4.32
H 5.51 2.47 -2.58
H 5.74 5.19 -3.04
H 4.09 4.62 -2.98
H 4.91 4.90 -4.51
H 4.43 1.37 -4.14
C 0.17 -0.98 1.21
C 0.49 0.12 0.13
C 1.40 -0.41 -0.95
O -0.75 0.45 -0.46
H 1.07 -1.62 1.34
H -0.60 -1.56 0.70
H -0.11 -0.61 2.19
H 0.88 1.04 0.60
H 2.44 -0.50 -0.56
H 1.36 0.33 -1.73
H 0.98 -1.29 -1.40
H -1.15 1.24 -0.05
C -3.12 0.93 -2.94
C -2.49 -0.37 -3.33
C -1.23 -0.15 -4.15
O -2.16 -1.23 -2.28
H -2.53 1.60 -2.32
H -4.02 0.73 -2.31
H -3.41 1.43 -3.87
H -3.27 -0.93 -3.85
H -0.87 -1.14 -4.59
H -0.47 0.19 -3.47
H -1.50 0.54 -4.89
H -1.71 -0.65 -1.60
C 6.13 -3.42 -0.22
C 5.88 -2.88 -1.61
C 6.06 -3.84 -2.81
O 4.53 -2.41 -1.53
H 5.58 -2.96 0.56
H 7.17 -3.51 0.07
H 5.78 -4.52 -0.22
H 6.47 -2.04 -1.85
H 7.09 -3.90 -3.13
H 5.58 -3.40 -3.72
H 5.63 -4.77 -2.55
H 3.85 -3.13 -1.51
C -0.69 -2.47 6.70
C 0.55 -1.70 7.06
C 1.72 -2.30 6.29
O 0.33 -0.36 6.66
H -0.93 -2.20 5.65
H -1.46 -2.34 7.48
H -0.37 -3.52 6.81
H 0.72 -1.70 8.11
H 1.64 -2.27 5.19
H 1.89 -3.28 6.67
H 2.63 -1.69 6.43
H 0.05 0.18 7.45
C -1.97 -4.71 1.03
C -3.00 -3.63 1.07
C -4.35 -4.46 1.30
O -2.84 -2.83 2.23
H -0.92 -4.36 1.14
H -2.00 -5.18 0.07
H -2.15 -5.37 1.82
H -3.04 -3.06 0.11
H -4.63 -5.02 0.41
H -5.12 -3.74 1.63
H -4.20 -5.14 2.14
H -1.98 -2.36 2.09
C -0.24 3.86 1.64
C -1.67 3.60 1.70
C -2.52 4.84 1.62
O -2.10 2.54 0.82
H 0.34 2.97 1.94
H 0.13 4.64 2.31
H 0.06 4.19 0.61
H -1.79 3.23 2.67
H -2.49 5.23 2.70
H -3.55 4.56 1.35
H -2.22 5.59 0.88
H -3.06 2.49 0.90
```

=====

[6]
# C29H23FNO10P2W

A structure of composition C29H23FNO10P2W in a non-equilibrium geometry (ωB97M-V with the def2-TZVPD basis set, OMol25).

The total charge is +1. The strongest force on any atom is 2.74 eV/Å. For the highest occupied orbital energy (alpha / beta), the calculation gives -9.95 / -9.95 eV.

```
67
C29H23FNO10P2W (ωB97M-V with the def2-TZVPD basis set)
W 0.59 0.17 0.37
C 6.46 1.21 4.36
C 6.74 0.33 3.15
C 7.99 0.79 2.42
C 8.31 -0.16 1.28
C 7.12 -0.30 0.37
C 7.28 -0.64 -0.95
C 6.18 -0.75 -1.81
F 6.41 -1.09 -3.07
C 4.91 -0.52 -1.39
C 4.72 -0.16 -0.04
C 3.43 0.10 0.47
O 2.36 -0.03 -0.30
C 3.24 0.45 1.80
C 4.36 0.52 2.62
N 5.59 0.29 2.18
C 5.82 -0.05 0.85
C 1.83 0.68 2.24
O 1.19 1.61 1.48
O 1.00 -0.50 2.07
H 7.38 1.30 4.93
H 5.71 0.80 5.03
H 6.16 2.22 4.05
H 6.87 -0.71 3.47
H 8.81 0.82 3.13
H 7.85 1.81 2.05
H 8.57 -1.14 1.68
H 9.17 0.18 0.71
H 8.27 -0.83 -1.36
H 4.07 -0.60 -2.06
H 4.24 0.78 3.66
O -1.49 1.18 0.78
P -1.73 1.50 -0.88
O -2.49 2.69 -1.19
O -0.21 1.36 -1.14
O -2.76 -0.12 -2.78
P -1.52 -1.59 -0.81
O -1.52 -1.32 0.82
O -2.05 -2.88 -1.23
O -0.01 -1.21 -1.00
H -1.53 1.96 1.36
H -1.64 -2.09 1.39
C -2.41 -0.11 -1.36
C -3.76 -0.20 -1.86
C -5.07 -0.22 -1.74
C -5.62 -0.37 -0.37
C -6.59 0.52 0.10
C -7.07 0.40 1.39
C -6.61 -0.61 2.22
C -5.66 -1.51 1.76
C -5.17 -1.39 0.46
C -5.95 -0.11 -2.91
C -5.58 0.68 -4.00
C -6.41 0.78 -5.11
C -7.62 0.10 -5.13
C -8.00 -0.68 -4.05
C -7.17 -0.78 -2.94
H -6.95 1.30 -0.55
H -7.82 1.09 1.75
H -7.00 -0.71 3.23
H -5.32 -2.32 2.39
H -4.47 -2.12 0.07
H -4.65 1.23 -3.98
H -6.12 1.40 -5.95
H -8.27 0.17 -6.00
H -8.94 -1.22 -4.07
H -7.47 -1.39 -2.10
```

=====

[7]
# C2H4N2O

An isolated molecule of C2H4N2O in a non-equilibrium geometry (ωB97M-V with the def2-TZVPD basis set, OMol25).

The strongest force on any atom is 2.23 eV/Å. For the highest occupied orbital energy (alpha / beta), the calculation gives -10.40 / -8.55 eV.

```
9
C2H4N2O (ωB97M-V with the def2-TZVPD basis set)
C 1.08 -0.88 0.05
C -1.06 0.42 -0.02
N 2.30 -0.75 -0.06
N 0.37 0.33 0.06
O 1.10 1.33 0.00
H 0.49 -1.79 0.14
H -1.39 1.35 0.45
H -1.37 0.44 -1.07
H -1.52 -0.44 0.47
```

=====

[8]
# C11H16BrF3IN2O4P

A cluster of 2 separate species, C11H16BrF3IN2O4P in total in a non-equilibrium geometry (ωB97M-V with the def2-TZVPD basis set, OMol25).

The strongest force on any atom is 3.11 eV/Å. For the highest occupied orbital energy, the calculation gives -8.38 eV. The structure (SMILES) is CC[C@H](Br)OC(=O)N(C[C@H](O)C(F)(F)F)P(O)I.c1cc[nH]c1.

```
39
C11H16BrF3IN2O4P (ωB97M-V with the def2-TZVPD basis set)
C 1.43 -1.52 -2.93
C 2.51 -0.82 -2.07
C 2.08 0.56 -1.56
Br 3.59 1.35 -0.57
O 0.84 0.58 -0.86
C 0.91 0.14 0.45
O 0.94 0.93 1.31
N 0.89 -1.26 0.62
C 1.54 -1.68 1.88
C 3.04 -1.95 1.58
O 3.12 -3.01 0.66
C 3.83 -2.35 2.87
F 3.23 -2.01 3.99
F 4.06 -3.64 2.87
F 5.02 -1.76 2.84
P -0.77 -1.90 0.64
O -1.00 -2.42 -0.91
I -2.32 0.01 0.90
H 0.43 -1.08 -2.82
H 1.74 -1.47 -3.98
H 1.44 -2.58 -2.67
H 2.90 -1.45 -1.26
H 3.37 -0.64 -2.73
H 1.93 1.20 -2.43
H 1.37 -1.01 2.73
H 1.11 -2.65 2.17
H 3.44 -1.02 1.16
H 2.45 -3.66 0.89
H -1.03 -1.63 -1.49
C -5.40 2.63 0.42
C -4.19 3.37 0.41
C -4.41 4.51 -0.33
N -5.70 4.47 -0.77
C -6.32 3.34 -0.32
H -5.58 1.69 0.90
H -3.26 3.11 0.89
H -3.76 5.33 -0.58
H -6.14 5.18 -1.34
H -7.35 3.13 -0.55
```

=====

[9]
# C10H14O2Si

An isolated molecule of C10H14O2Si in a non-equilibrium geometry (ωB97M-V with the def2-TZVPD basis set, OMol25).

The strongest force on any atom is 2.50 eV/Å. For the highest occupied orbital energy, the calculation gives -9.11 eV. The structure (SMILES) is C[Si](C)(C)Oc1ccc(C=O)cc1.

```
27
C10H14O2Si (ωB97M-V with the def2-TZVPD basis set)
C 2.94 -2.33 0.19
Si 1.42 -1.31 0.51
C 1.80 -0.32 2.08
C -0.19 -2.30 0.64
O 1.34 -0.19 -0.70
C 0.19 0.56 -0.92
C 0.17 1.90 -0.49
C -0.97 2.66 -0.57
C -2.16 2.03 -0.96
C -3.46 2.70 -0.78
O -3.54 3.82 -0.39
C -2.15 0.72 -1.43
C -0.99 0.00 -1.45
H 3.27 -2.72 1.17
H 3.77 -1.76 -0.22
H 2.73 -3.17 -0.49
H 1.74 -0.85 3.03
H 1.14 0.53 2.12
H 2.82 -0.01 1.93
H -1.02 -1.75 1.09
H -0.50 -2.61 -0.37
H 0.01 -3.20 1.25
H 1.07 2.32 -0.10
H -1.02 3.70 -0.27
H -4.36 2.26 -1.20
H -3.09 0.27 -1.76
H -0.96 -0.95 -1.92
```

=====

[10]
# C4H11OS

A cluster of 2 separate species, C4H11OS in total (ωB97M-V with the def2-TZVPD basis set, OMol25).

The total charge is -1. The strongest force on any atom is 0.51 eV/Å. For the highest occupied orbital energy, the calculation gives -2.53 eV.

```
17
C4H11OS (ωB97M-V with the def2-TZVPD basis set)
C 0.04 1.71 0.81
O 0.95 1.68 -0.20
C -0.35 3.14 1.20
H 0.39 1.19 1.73
H -0.91 1.18 0.54
H -1.07 3.19 2.03
H -0.77 3.65 0.33
H 0.56 3.68 1.50
C 1.08 -1.13 -0.88
S 0.17 -2.17 0.30
C -0.81 -3.18 -0.82
H 0.64 -1.29 -1.87
H 2.12 -1.45 -0.91
H 1.03 -0.03 -0.63
H -1.41 -3.86 -0.21
H -1.49 -2.56 -1.41
H -0.17 -3.76 -1.49
```

=====

[11]
# C40H21F8I2N2NaOSSb

A structure of composition C40H21F8I2N2NaOSSb in a non-equilibrium geometry (ωB97M-V with the def2-TZVPD basis set, OMol25).

The total charge is -1. The strongest force on any atom is 4.92 eV/Å. For the highest occupied orbital energy, the calculation gives -4.76 eV.

```
77
C40H21F8I2N2NaOSSb (ωB97M-V with the def2-TZVPD basis set)
Na 15.40 18.50 9.39
I 12.14 13.98 9.17
C 11.64 15.99 9.32
C 10.31 16.43 9.17
C 9.98 17.77 9.23
I 7.96 18.25 9.10
C 10.98 18.78 9.35
C 10.72 20.19 9.35
C 11.78 21.05 9.47
C 13.09 20.55 9.59
N 13.37 19.25 9.59
C 12.35 18.35 9.51
C 12.70 16.92 9.58
O 13.92 16.62 9.83
H 9.49 15.73 9.05
H 9.73 20.59 9.22
H 11.59 22.13 9.54
H 13.93 21.24 9.73
F 18.75 25.91 9.33
C 18.31 24.63 9.24
C 19.24 23.58 9.30
F 20.56 23.82 9.54
C 18.80 22.28 9.16
F 19.65 21.25 9.29
C 17.46 22.00 8.82
S 16.95 20.45 8.38
C 16.57 23.07 8.80
F 15.27 22.84 8.51
C 16.96 24.38 9.02
F 16.10 25.40 8.89
N 17.62 17.39 9.67
C 18.79 17.58 9.64
C 20.18 17.79 9.53
C 21.01 17.79 10.67
C 22.38 17.93 10.52
C 22.92 18.03 9.23
C 22.11 17.99 8.11
C 20.73 17.94 8.26
H 20.57 17.66 11.66
H 23.03 17.95 11.40
H 24.00 18.13 9.12
H 22.58 18.02 7.12
H 20.09 17.98 7.38
F 15.25 8.62 8.67
C 15.51 9.93 8.77
C 14.88 10.68 9.80
C 15.17 12.04 9.86
C 15.95 12.62 8.86
C 16.52 11.89 7.83
C 16.38 10.50 7.84
Sb 16.23 14.77 9.03
C 18.20 14.74 8.04
C 18.19 14.89 6.65
C 19.41 14.85 5.95
C 20.60 14.69 6.65
F 21.78 14.83 6.00
C 20.60 14.46 8.03
C 19.41 14.56 8.73
C 16.93 14.48 11.08
C 16.71 15.46 12.04
C 17.31 15.39 13.28
C 18.05 14.25 13.63
F 18.61 14.14 14.87
C 18.24 13.23 12.68
C 17.70 13.37 11.41
H 14.26 10.16 10.53
H 14.83 12.63 10.70
H 17.13 12.40 7.09
H 16.92 9.91 7.10
H 17.26 15.07 6.13
H 19.42 14.97 4.87
H 21.55 14.24 8.52
H 19.42 14.53 9.81
H 16.09 16.31 11.80
H 17.19 16.20 14.01
H 18.82 12.35 12.95
H 17.91 12.64 10.64
```